{"formula": "C36H32F5LuOP2Te", "method": "ωB97M-V/def2-TZVPD", "species": ["C", "C", "C", "C", "C", "C", "P", "C", "C", "C", "C", "C", "C", "Lu", "P", "C", "C", "C", "C", "C", "C", "C", "C", "C", "C", "C", "C", "C", "C", "C", "C", "C", "C", "C", "C", "C", "C", "C", "C", "H", "H", "H", "H", "H", "H", "H", "H", "H", "H", "H", "H", "H", "H", "H", "H", "H", "H", "H", "H", "H", "H", "H", "H", "H", "H", "H", "H", "H", "H", "H", "H", "F", "Te", "F", "F", "F", "F", "O"], "positions_angstrom": [[0.006215, 0.194989, -2.656719], [0.510666, 1.122707, -1.713237], [1.847893, 1.563557, -1.834406], [2.652553, 1.134104, -2.876466], [2.101382, 0.246142, -3.825976], [0.792624, -0.262573, -3.701987], [-0.530677, 1.587907, -0.192680], [0.162423, 3.269386, 0.179574], [0.899873, 3.439663, 1.375167], [1.481072, 4.677489, 1.652931], [1.310824, 5.728387, 0.739119], [0.548345, 5.583998, -0.421652], [-0.052242, 4.347796, -0.686720], [-1.013626, 0.393687, 2.689450], [0.277907, -1.528766, 0.732102], [2.053420, -1.448614, 0.068512], [2.513744, -2.120323, -1.077563], [3.841550, -2.006958, -1.495221], [4.722760, -1.180901, -0.773816], [4.274322, -0.455006, 0.334056], [2.961472, -0.598319, 0.755173], [0.373702, -2.687245, 2.173671], [-0.814834, -2.891809, 2.916768], [-0.742066, -3.442850, 4.197836], [0.472877, -3.951084, 4.670569], [1.634013, -3.805577, 3.905249], [1.595781, -3.160039, 2.668647], [-0.710562, -2.582711, -0.470212], [-1.962651, -2.099357, -0.928246], [-2.779675, -2.892579, -1.735418], [-2.361519, -4.190247, -2.058691], [-1.159225, -4.714231, -1.567572], [-0.339157, -3.904223, -0.771274], [-2.168077, 1.955485, -1.003623], [-2.313964, 2.284055, -2.360531], [-3.580264, 2.560452, -2.894615], [-4.694018, 2.485949, -2.051415], [-4.577888, 2.153608, -0.690943], [-3.305419, 1.933699, -0.159793], [-1.770108, -2.471921, 2.571400], [-1.603779, -3.368684, 4.869432], [0.521304, -4.420512, 5.658850], [2.584842, -4.174774, 4.281635], [2.512014, -3.031993, 2.089340], [1.835041, -2.765138, -1.658065], [4.179922, -2.535317, -2.387634], [5.741494, -1.072581, -1.111004], [4.947659, 0.227783, 0.870142], [2.617635, -0.053866, 1.646251], [-2.290314, -1.092382, -0.637411], [-3.731771, -2.498243, -2.105947], [-3.000059, -4.816769, -2.669066], [-0.856996, -5.737587, -1.790833], [0.594918, -4.320105, -0.371376], [-1.446219, 2.359004, -3.019700], [-3.674181, 2.811988, -3.952711], [-5.680403, 2.676837, -2.464079], [-5.458033, 2.071345, -0.043806], [-3.169094, 1.779676, 0.920342], [1.035939, 2.601276, 2.073519], [2.063712, 4.794213, 2.567368], [1.770064, 6.688881, 0.957550], [0.418736, 6.401874, -1.127417], [-0.644768, 4.223171, -1.592406], [2.241519, 2.315230, -1.127578], [3.693354, 1.485130, -2.950551], [2.714889, -0.109906, -4.631323], [0.389206, -0.996851, -4.420392], [-1.050040, -0.121708, -2.612875], [2.817094, -1.641665, -6.205115], [2.105004, -1.841490, -6.345402], [0.669259, -0.177304, 3.854901], [-2.424643, 1.586715, 5.121824], [-2.999853, -0.201765, 3.550909], [-2.759247, 0.838282, 7.150208], [-3.824448, 2.887162, 5.242557], [-0.980197, 2.813309, 5.479172], [-2.019004, 2.149038, 3.209244]], "forces_ev_per_a": [[-0.672, -0.313, -0.150], [-0.532, -0.366, 1.354], [0.362, 0.601, 0.494], [-0.422, -0.089, -0.116], [-0.071, -0.268, 0.601], [0.120, 0.391, -0.001], [0.193, 2.026, -3.694], [0.204, -0.142, 1.297], [-0.144, -0.038, -0.498], [-0.204, -0.234, -0.406], [0.076, 0.039, 0.335], [-0.061, -0.786, 0.265], [0.103, 0.067, -0.201], [-1.118, 0.360, 1.702], [1.311, -2.479, -0.922], [-0.051, 0.675, 0.391], [-0.640, -0.404, -0.186], [0.011, 0.528, 0.589], [-0.595, -0.058, -0.245], [0.219, -0.107, -0.079], [-0.897, -0.112, 0.254], [-0.210, 0.886, -1.200], [-0.596, 0.001, 1.602], [-1.094, 0.968, -1.017], [0.078, -0.027, 0.549], [0.862, 0.371, -1.337], [0.995, -0.827, 1.342], [-0.839, 0.453, 0.423], [0.424, 0.064, 0.188], [0.387, -0.005, 0.107], [0.064, 0.021, 0.207], [-0.010, 0.738, 0.147], [0.258, -0.238, 0.150], [0.215, -0.253, 1.063], [-0.254, 0.008, -0.765], [0.631, -0.203, 0.681], [-0.218, -0.221, 0.043], [0.570, 0.084, 0.064], [-0.143, -0.099, -0.022], [0.247, -0.300, 0.071], [0.206, -0.377, -0.409], [-0.018, 0.178, -0.392], [-0.203, 0.011, -0.062], [-0.291, 0.006, 0.218], [0.346, 0.435, 0.334], [-0.088, 0.095, 0.329], [0.141, -0.019, 0.009], [-0.317, -0.429, -0.263], [0.149, -0.179, -0.329], [0.068, -0.371, -0.185], [0.393, -0.229, 0.183], [0.024, 0.036, -0.008], [-0.119, 0.311, 0.042], [-0.401, 0.186, -0.174], [-0.232, -0.091, 0.269], [-0.046, 0.010, 0.409], [0.107, -0.012, 0.064], [0.375, 0.188, -0.340], [-0.221, -0.021, -0.371], [-0.014, 0.402, -0.226], [-0.196, 0.125, -0.305], [-0.064, -0.140, -0.047], [0.042, -0.136, 0.240], [0.116, 0.040, 0.255], [-0.247, -0.590, -0.306], [-0.678, -0.186, -0.093], [0.173, -0.007, -0.255], [0.327, 0.586, 0.395], [0.728, 0.025, 0.183], [-0.359, -0.151, -0.117], [0.364, 0.092, 0.056], [-1.652, 0.544, -1.402], [-0.423, 2.244, 1.651], [1.748, -0.842, -1.165], [0.359, 1.170, -2.102], [1.297, -1.233, -0.059], [-1.114, -0.794, 0.427], [1.163, -1.589, 0.470]], "e_above_lowest_kcal_mol": 215.94, "e_lumo_ev": [-10.3, -10.4], "e_homo_ha": [-0.50774, -0.50249], "total_charge": 2}

---

{"formula": "C31H50AuBClN2P2", "method": "ωB97M-V/def2-TZVPD", "species": ["Au", "C", "C", "C", "C", "P", "C", "N", "B", "N", "C", "P", "C", "C", "C", "C", "C", "C", "C", "C", "C", "C", "C", "C", "C", "C", "C", "C", "C", "C", "H", "H", "H", "H", "H", "H", "H", "H", "H", "H", "H", "H", "H", "H", "H", "H", "H", "H", "H", "H", "H", "H", "H", "H", "H", "H", "H", "H", "H", "H", "H", "H", "H", "H", "H", "H", "H", "H", "H", "H", "H", "H", "H", "H", "Cl", "C", "C", "C", "C", "C", "C", "C", "H", "H", "H", "H", "H", "H"], "positions_angstrom": [[0.471628, -0.200119, -1.141291], [-4.597442, 2.300123, -2.321433], [-3.650710, 2.847720, -1.249549], [-3.944170, 2.099266, 0.063363], [-3.953229, 4.332975, -1.045971], [-1.887585, 2.291416, -1.657168], [-0.980764, 3.126356, -0.262115], [-0.403107, 2.235069, 0.721046], [0.217546, 0.898289, 0.588454], [0.631126, 0.623434, 1.967551], [1.338097, -0.508262, 2.528561], [1.570017, -1.954272, 1.383209], [3.125488, -2.680537, 2.187878], [3.188910, -2.807412, 3.714604], [4.252378, -1.733521, 1.736529], [3.404491, -4.045513, 1.549326], [0.091852, -3.017361, 1.879733], [-1.159822, -2.132049, 1.831402], [0.147856, -3.667549, 3.260675], [-0.054285, -4.088416, 0.792856], [0.348856, 1.694870, 2.792079], [0.593231, 1.880450, 4.140173], [0.203954, 3.088117, 4.730299], [-0.407160, 4.077121, 3.977550], [-0.652430, 3.893086, 2.611554], [-0.281849, 2.694836, 2.024384], [-1.216100, 3.249711, -3.127957], [0.303286, 3.005882, -3.105237], [-1.481619, 4.755387, -3.174513], [-1.768761, 2.589299, -4.394662], [-5.629434, 2.337640, -1.956410], [-4.362587, 1.263376, -2.569920], [-4.553976, 2.889882, -3.238607], [-4.988672, 2.262343, 0.348105], [-3.315851, 2.442257, 0.887563], [-3.779672, 1.025697, -0.048273], [-4.970682, 4.440714, -0.653324], [-3.902756, 4.892903, -1.978529], [-3.284065, 4.810506, -0.328999], [-1.706248, 3.758396, 0.248621], [-0.220700, 3.804052, -0.662405], [0.827390, -0.846860, 3.441004], [2.338282, -0.187620, 2.842100], [2.804093, -1.924705, 4.225778], [4.233002, -2.930057, 4.024235], [2.639051, -3.673642, 4.078960], [4.255319, -0.800821, 2.304440], [4.168549, -1.483704, 0.677711], [5.220109, -2.219478, 1.899774], [2.644926, -4.784261, 1.799769], [4.367342, -4.427266, 1.906204], [3.452748, -3.967095, 0.460424], [-1.215941, -1.459629, 2.691160], [-2.044110, -2.779024, 1.851038], [-1.199912, -1.527990, 0.923449], [0.320947, -2.932826, 4.050280], [0.917215, -4.435646, 3.331218], [-0.814934, -4.149397, 3.466113], [-0.219650, -3.621879, -0.178641], [-0.910428, -4.733475, 1.020348], [0.830275, -4.720263, 0.702482], [1.079365, 1.112130, 4.728316], [0.390391, 3.251065, 5.784578], [-0.693831, 5.010008, 4.447279], [-1.112273, 4.682809, 2.031858], [0.813208, 3.687186, -2.422791], [0.708491, 3.177419, -4.107564], [0.556166, 1.985922, -2.806197], [-1.314044, 5.239846, -2.210832], [-2.502120, 4.973815, -3.491758], [-0.807958, 5.224053, -3.900379], [-1.529392, 1.522882, -4.413185], [-1.316207, 3.054617, -5.276360], [-2.850725, 2.698116, -4.480069], [3.723774, -1.350612, -3.098313], [2.646174, -2.730306, -3.029257], [3.222125, -3.985169, -2.921956], [2.422488, -5.115041, -2.839585], [1.040850, -4.950609, -2.871903], [0.486672, -3.689487, -2.976084], [1.260201, -2.514338, -3.048312], [0.638403, -1.192983, -3.091911], [4.301419, -4.066356, -2.899623], [2.868728, -6.096973, -2.752278], [0.390570, -5.815714, -2.808126], [-0.592099, -3.576386, -2.988536], [-0.391704, -1.238230, -3.452214], [1.212013, -0.468185, -3.671797]], "forces_ev_per_a": [[-0.028, -0.180, -0.177], [-0.021, 0.021, -0.011], [0.012, -0.015, 0.021], [-0.013, 0.015, -0.017], [-0.034, 0.014, -0.002], [0.004, -0.193, 0.054], [0.013, 0.033, -0.047], [0.061, -0.102, 0.302], [-0.120, 0.444, 0.057], [0.066, -0.123, -0.079], [0.065, 0.024, 0.067], [-0.012, -0.006, 0.010], [0.037, 0.008, -0.013], [0.037, -0.053, -0.004], [0.024, 0.020, 0.034], [0.015, 0.048, -0.029], [0.048, -0.062, 0.008], [-0.040, 0.038, -0.030], [-0.073, -0.057, -0.026], [-0.016, -0.024, 0.032], [-0.022, -0.110, 0.003], [-0.015, 0.051, 0.062], [0.008, -0.039, -0.027], [-0.008, -0.012, -0.047], [0.010, -0.009, 0.055], [-0.048, -0.005, -0.129], [0.008, 0.016, 0.035], [0.034, 0.045, -0.048], [0.004, 0.002, -0.065], [0.006, -0.047, -0.048], [-0.004, 0.007, -0.006], [0.011, -0.013, 0.009], [0.010, 0.000, 0.001], [-0.007, -0.002, 0.003], [0.013, 0.013, 0.007], [0.002, 0.000, -0.016], [-0.007, 0.008, 0.002], [-0.005, -0.016, 0.022], [0.018, -0.005, 0.011], [0.008, 0.066, 0.016], [-0.011, -0.018, -0.015], [0.020, 0.036, -0.027], [-0.019, -0.007, 0.027], [-0.001, 0.052, 0.005], [0.008, -0.019, -0.012], [0.037, 0.053, 0.002], [-0.010, -0.003, -0.028], [0.000, -0.022, -0.040], [-0.006, 0.011, 0.021], [-0.046, -0.035, 0.059], [0.006, 0.017, -0.005], [-0.032, -0.003, -0.009], [0.009, 0.022, -0.053], [0.001, 0.014, 0.042], [0.022, 0.001, -0.026], [0.006, -0.018, -0.003], [-0.007, -0.024, -0.046], [-0.005, 0.001, 0.007], [0.013, 0.011, -0.045], [-0.008, 0.002, -0.008], [-0.016, -0.002, -0.004], [0.006, 0.007, -0.002], [0.002, 0.000, 0.006], [-0.001, 0.008, -0.003], [-0.005, 0.019, 0.011], [0.009, -0.018, 0.004], [0.000, 0.037, 0.005], [-0.027, -0.033, -0.017], [0.029, -0.014, 0.020], [-0.001, -0.002, 0.013], [-0.009, -0.007, -0.022], [-0.003, 0.046, 0.015], [-0.003, 0.002, -0.013], [0.010, -0.005, 0.002], [-0.014, -0.028, 0.006], [0.066, 0.006, 0.077], [0.004, 0.019, 0.000], [-0.024, 0.026, 0.005], [-0.001, 0.004, 0.026], [-0.027, -0.037, 0.002], [-0.073, 0.113, 0.037], [0.012, 0.164, 0.209], [0.006, 0.005, -0.005], [0.005, -0.008, -0.001], [-0.004, -0.002, -0.006], [-0.004, -0.008, -0.003], [0.040, -0.081, -0.097], [0.006, -0.078, -0.099]], "e_lumo_ev": 2.6, "e_homo_ha": -0.14132, "total_charge": -1}

---

{"formula": "C21H17CoN3O", "method": "ωB97M-V/def2-TZVPD", "species": ["Co", "O", "C", "C", "C", "C", "C", "C", "C", "N", "C", "C", "N", "H", "H", "H", "H", "H", "H", "H", "N", "C", "C", "C", "C", "C", "C", "C", "C", "C", "C", "C", "C", "H", "H", "H", "H", "H", "H", "H", "H", "H", "H"], "positions_angstrom": [[0.232786, -0.055611, -0.232254], [2.001864, 0.310949, -0.653950], [2.886832, 1.188954, -0.357960], [4.246166, 0.811881, -0.215885], [5.224607, 1.738716, 0.029150], [4.901144, 3.091672, 0.130180], [3.586951, 3.487532, 0.025942], [2.554891, 2.565346, -0.175538], [1.174451, 2.973449, -0.148206], [0.087484, 2.201846, -0.124680], [-0.978699, 3.044479, 0.002060], [-0.554131, 4.334864, 0.052836], [0.804565, 4.279481, -0.045213], [4.482094, -0.236117, -0.323546], [6.254872, 1.426729, 0.131571], [5.674478, 3.828317, 0.292362], [3.363287, 4.542703, 0.102658], [-1.992365, 2.699842, 0.050918], [-1.086706, 5.256185, 0.164148], [1.434710, 5.062320, -0.018227], [-2.003147, 0.038503, 0.060706], [-2.905977, -1.074973, 0.041827], [-4.235923, -0.838514, -0.286997], [-5.159647, -1.863197, -0.344371], [-4.740044, -3.155130, -0.083378], [-3.421679, -3.398099, 0.238426], [-2.475197, -2.373851, 0.337526], [-1.087154, -2.733696, 0.660166], [-0.879791, -3.898330, 1.409140], [0.382065, -4.421906, 1.591568], [1.463990, -3.797470, 0.994337], [1.274827, -2.608513, 0.311027], [0.015849, -2.007216, 0.173413], [-2.377806, 0.769540, -0.538833], [-1.927845, 0.413999, 1.007008], [-4.550848, 0.174312, -0.499708], [-6.187201, -1.656430, -0.597887], [-5.436364, -3.977400, -0.137186], [-3.101928, -4.417682, 0.388309], [-1.718225, -4.394163, 1.878206], [0.514653, -5.320281, 2.179646], [2.451873, -4.228349, 1.076851], [2.140438, -2.135086, -0.133163]], "forces_ev_per_a": [[-3.063, 0.824, 0.354], [0.238, -1.565, -0.406], [0.154, 0.870, 0.383], [-0.227, -0.005, -0.133], [-0.042, 0.082, -0.050], [0.066, 0.291, 0.000], [0.045, -0.090, 0.013], [0.657, -0.664, -0.043], [-0.209, 0.106, 0.065], [0.736, -0.790, -0.094], [-0.252, 0.539, -0.005], [-0.426, -0.133, 0.056], [0.176, -0.252, -0.047], [-0.017, -0.104, -0.008], [0.046, -0.045, 0.004], [0.031, 0.032, 0.013], [0.028, 0.116, 0.102], [-0.155, -0.019, 0.028], [-0.113, 0.150, -0.019], [-0.068, -0.093, -0.029], [1.285, 0.225, 0.058], [-0.301, -0.590, -0.053], [0.101, 0.111, -0.016], [0.014, -0.008, -0.006], [-0.091, -0.027, 0.022], [-0.075, 0.083, 0.003], [-0.271, 0.283, -0.138], [0.409, 0.249, 0.006], [0.045, 0.020, 0.024], [0.046, -0.090, 0.038], [0.054, -0.100, -0.032], [-0.018, -0.189, 0.105], [1.285, 0.626, -0.199], [0.158, -0.065, 0.169], [-0.105, 0.038, -0.133], [-0.020, 0.130, -0.021], [-0.106, 0.040, -0.041], [-0.087, -0.087, -0.041], [0.012, -0.028, -0.002], [-0.053, -0.017, -0.019], [0.014, -0.021, 0.024], [0.101, -0.013, 0.022], [-0.001, 0.181, 0.049]], "e_lumo_ev": [0.4, 0.4], "e_homo_ha": [-0.27185, -0.27272], "multiplicity": 2}